Computed, not measured: a molecular structure, C5H11NO2 in a non-equilibrium geometry, with the ωB97M-V functional and the def2-TZVPD basis.

XYZ file:
```
19
Properties=species:S:1:pos:R:3:forces:R:3
C -1.0168 -0.2062 -1.7854 1.714 -0.118 -1.300
C 0.2971 -0.5871 -2.0074 -1.577 0.938 -1.256
O -1.5632 -0.7516 0.3033 0.888 -0.096 1.451
H -1.7486 -1.6996 0.2619 0.050 0.084 0.080
H -1.8437 -0.8240 -2.1102 0.020 -0.118 0.347
H -1.2547 0.8189 -1.5427 -0.023 -0.074 0.274
H 0.4710 -1.4626 -2.6241 0.026 -0.227 0.329
H 0.6696 -1.0649 -0.6632 -0.139 -1.055 2.915
H 1.0232 0.2068 -2.1449 0.122 0.023 0.425
C 1.5574 1.1353 1.3379 0.083 -0.007 -0.138
C 0.1058 0.8269 1.1357 -0.086 -0.179 -0.200
C -0.2310 -0.6763 1.0925 -1.889 0.497 -0.545
N -0.7396 1.7628 1.0301 -0.023 0.087 0.176
O 0.6616 -1.4699 0.4925 0.579 0.444 -2.414
H -1.6910 1.4044 0.9404 0.108 -0.156 -0.120
H -0.4637 -1.0123 2.1169 0.163 -0.023 -0.174
H 1.7152 2.2106 1.2934 -0.050 -0.025 0.109
H 1.8890 0.7410 2.3018 0.042 0.034 -0.028
H 2.1625 0.6477 0.5715 -0.006 -0.031 0.069
```
Forces are in eV/Å.

## Properties
- HOMO energy: -8.967 eV
- 2S+1: 1
- Energy relative to the best compared isomer or geometry (same formula, charge and spin): 3.943 eV
- Calculated total energy: -10945.3243 eV

=====

Computed, not measured: 3 unconnected molecules or ions with the total composition C5H11NO2 in a non-equilibrium geometry, with the ωB97M-V functional and the def2-TZVPD basis.

XYZ file:
```
19
Properties=species:S:1:pos:R:3:forces:R:3
C -0.4254 -0.7856 0.0585 -1.956 0.386 0.072
C -0.0886 0.3282 0.7818 2.970 -1.135 -0.022
C 1.9435 -0.4624 0.7528 -0.407 1.158 0.595
C 2.6715 0.1292 -0.4202 0.069 0.125 -0.080
C -2.4999 0.5306 0.4309 -1.175 -0.476 -0.191
N -3.1541 0.3949 -0.7643 -0.003 0.083 -0.035
O -0.3362 -0.9040 -1.2726 0.036 0.095 -0.078
O -2.9385 1.1967 1.3427 0.592 -0.180 -0.291
H -0.1626 -0.0394 -1.6723 0.030 -0.069 0.074
H -0.6176 -1.7341 0.5419 -0.061 0.095 -0.027
H -4.0969 0.7650 -0.8610 0.169 -0.045 0.068
H -2.8835 -0.3498 -1.3838 0.024 0.076 0.056
H 0.0738 1.2778 0.2909 -0.027 0.027 -0.006
H -0.2626 0.3340 1.8452 -0.164 0.013 -0.054
H 1.9966 -1.5463 0.8247 -0.356 -0.023 -0.061
H 2.1619 -0.0074 1.7158 0.313 -0.041 -0.041
H 3.7609 0.0174 -0.3404 -0.076 -0.030 0.006
H 2.4791 1.2035 -0.5115 0.024 -0.078 -0.006
H 2.3785 -0.3483 -1.3592 -0.001 0.020 0.020
```
Forces are in eV/Å.

## Properties
- HOMO energy (spin up / spin down): -6.765 / -6.163 eV
- 2S+1: 1
- Energy relative to the best compared isomer or geometry (same formula, charge and spin): 5.684 eV
- Calculated total energy: -10943.5830 eV

=====

Computed, not measured: a gas-phase ion, C5H11NO2 (charge +1) in a non-equilibrium geometry, with the ωB97M-V functional and the def2-TZVPD basis.

XYZ file:
```
19
Properties=species:S:1:pos:R:3:forces:R:3
C 0.5997 -1.0800 -2.1958 0.851 -1.441 -0.628
N 0.7728 -0.7520 -0.7769 -4.271 -0.037 -0.485
C 0.1726 0.5450 -0.4352 4.305 0.169 -1.308
C 0.6221 0.9023 0.9872 1.908 1.464 -0.631
C -0.3161 0.4105 2.0571 -1.578 -1.279 0.509
O -0.7687 -1.0058 1.8444 -0.127 0.739 -0.936
C -1.3434 0.7710 -0.5083 0.084 -0.748 -1.317
O -1.7270 1.8507 -0.3353 -0.517 2.430 0.857
H 0.9597 -0.1802 -2.7403 -0.359 -0.958 -0.076
H 1.1585 -2.0372 -2.4705 -0.242 1.490 0.416
H -0.4554 -1.3997 -2.5327 0.931 0.919 0.972
H 0.4737 -1.4912 -0.0921 0.839 0.638 -0.596
H 0.6699 1.2338 -1.2814 -1.436 -0.947 2.010
H 1.6988 0.4733 1.0456 -1.836 0.611 0.442
H 0.7786 2.0435 1.0359 -0.489 -1.688 0.099
H -1.2678 1.0280 2.3232 1.482 -1.202 -1.320
H 0.1961 0.4512 2.9605 1.084 -0.049 1.714
H -0.1955 -1.8036 1.9621 -0.013 1.700 0.564
H -2.0285 0.0403 -0.8474 -0.614 -1.810 -0.287
```
Forces are in eV/Å.

## Properties
- ⟨S²⟩: 0.757
- HOMO energy (spin up / spin down): -15.045 / -14.911 eV
- 2S+1: 2
- Energy relative to the best compared isomer or geometry (same formula, charge and spin): 2.895 eV
- Calculated total energy: -10937.5813 eV
- Total charge: +1

=====

Computed, not measured: a gas-phase ion, C5H11NO2 (charge +1) in a non-equilibrium geometry, with the ωB97M-V functional and the def2-TZVPD basis.

XYZ file:
```
19
Properties=species:S:1:pos:R:3:forces:R:3
C -0.4635 0.0826 -1.6448 -0.368 -0.047 -0.063
C 0.2258 0.0177 -0.2749 -0.108 1.198 0.829
C 1.0358 1.3249 0.0132 -0.336 0.015 -0.047
C 2.5371 1.1538 -0.1652 0.581 -0.046 -0.458
O 3.2673 2.0841 -0.3222 -0.285 0.158 0.136
N -0.8238 -0.0657 0.7201 0.028 -1.337 -0.721
C -1.1278 -1.3126 1.4254 -1.255 0.376 0.976
O -2.4384 -1.6516 1.0267 0.591 1.230 0.750
H 0.2564 0.3689 -2.4068 0.074 -0.183 -0.070
H -1.0122 -0.8186 -1.9122 0.427 -0.278 -0.006
H -1.2435 0.8476 -1.6278 0.227 0.277 0.092
H 0.9042 -0.8018 -0.0466 -0.176 -0.363 -0.533
H 0.8649 1.6395 1.0453 0.138 0.071 0.032
H 0.7100 2.1363 -0.6369 -0.034 0.046 0.056
H 2.9653 0.1342 -0.1949 -0.262 -0.210 0.191
H -1.6741 0.5062 0.6515 0.390 0.275 -0.092
H -0.4285 -2.1226 1.2582 0.440 0.263 -0.234
H -1.1476 -1.0339 2.4899 0.117 -0.250 -0.080
H -2.4074 -2.4891 0.6019 -0.188 -1.194 -0.757
```
Forces are in eV/Å.

## Properties
- ⟨S²⟩: 0.755
- HOMO energy (spin up / spin down): -13.920 / -13.814 eV
- 2S+1: 2
- Energy relative to the best compared isomer or geometry (same formula, charge and spin): 1.641 eV
- Calculated total energy: -10938.8361 eV
- Total charge: +1

=====

Computed, not measured: 2 unconnected molecules or ions with the total composition C5H11NO2S in a non-equilibrium geometry, with the ωB97M-V functional and the def2-TZVPD basis.

XYZ file:
```
20
Properties=species:S:1:pos:R:3:forces:R:3
C 2.1348 -1.5588 0.0243 -1.132 2.538 3.009
C -0.7689 0.8562 0.6515 -2.876 2.521 1.720
C 0.2673 0.2850 -1.3920 -0.099 2.479 -0.191
C -0.6896 -1.3729 0.0746 -2.834 -3.702 1.840
C 1.2843 -0.2812 0.6080 2.789 1.383 -1.513
N -0.0087 -0.1689 -0.0186 0.949 3.117 0.462
O 2.1125 -2.1714 1.0837 0.460 -2.219 0.626
O 2.4500 -1.6549 -1.1054 0.943 -0.735 -2.852
S 2.2020 2.2160 0.4856 -0.490 -2.227 1.107
H -0.8728 0.6725 1.7768 0.020 -0.221 -1.717
H -0.2985 1.8580 0.5846 0.089 -0.911 -0.158
H -1.7928 0.9633 0.1487 1.289 -0.458 0.835
H 1.0390 -0.3226 -1.7845 1.377 0.020 -0.219
H -0.5354 0.1134 -2.0510 -1.638 -0.148 -0.366
H 0.4230 1.4200 -1.2691 0.348 -2.049 -0.725
H -1.7138 -1.2912 -0.3535 0.823 -0.032 0.189
H -0.1267 -2.1423 -0.3835 0.360 -0.812 -0.865
H -0.7759 -1.7377 1.1600 0.065 0.896 -1.439
H 1.3138 -0.3080 1.6546 -0.386 0.414 1.272
H 2.2967 2.1301 1.8637 -0.058 0.143 -1.014
```
Forces are in eV/Å.

## Properties
- HOMO energy (spin up / spin down): -8.566 / -8.566 eV
- 2S+1: 1
- Energy relative to the best compared isomer or geometry (same formula, charge and spin): 5.193 eV
- Calculated total energy: -21779.0901 eV

=====

Computed, not measured: 2 unconnected molecules or ions with the total composition C5H11NO3 in a non-equilibrium geometry, with the ωB97M-V functional and the def2-TZVPD basis.

XYZ file:
```
20
Properties=species:S:1:pos:R:3:forces:R:3
C 2.0216 0.8500 -0.7548 -0.377 0.252 -0.031
C 1.9465 -0.3448 0.1577 1.014 0.050 0.619
N 2.4984 -0.1596 1.3921 0.022 0.180 -0.030
O 1.5416 -1.4502 -0.1503 -0.439 -0.191 -0.347
H 2.9847 0.6883 1.6274 -0.094 -0.040 -0.056
H 2.6610 -0.9681 1.9714 -0.142 0.019 -0.084
H 1.1156 0.9329 -1.3493 0.041 -0.175 -0.082
H 2.1368 1.7790 -0.2007 0.040 0.018 0.131
H 2.8825 0.7541 -1.4136 0.013 -0.176 -0.056
C -2.2779 1.2215 0.2271 0.345 -0.094 -0.068
C -1.7535 -0.1554 -0.0441 -0.764 -0.306 -1.659
C -2.1886 -1.2746 0.5144 0.254 -0.131 -0.163
O -0.9873 -0.1005 -1.2285 0.022 0.528 1.242
O -0.6461 -1.3544 -1.7753 -0.159 -0.525 0.227
H 0.1317 -1.6341 -1.2331 -0.039 0.395 -0.110
H -2.9697 1.2091 1.0636 0.100 -0.020 0.134
H -1.4490 1.8980 0.4299 -0.031 0.153 0.129
H -2.8057 1.6030 -0.6451 0.018 -0.031 -0.109
H -3.0011 -1.2532 1.2161 0.120 0.191 0.467
H -1.8417 -2.2410 0.1951 0.056 -0.097 -0.156
```
Forces are in eV/Å.

## Properties
- HOMO energy: -8.750 eV
- 2S+1: 1
- Energy relative to the best compared isomer or geometry (same formula, charge and spin): 3.481 eV
- SMILES string: C=C(C)OO.CC(N)=O
- Calculated total energy: -12993.3708 eV